C22H44N3O2P3Pd as an isolated structure. Source: the Open Molecules 2025 dataset; level of theory: ωB97M-V with the def2-TZVPD basis set.

Cartesian coordinates (Å):
Pd1 -0.4280 0.7979 -1.2146
P1 1.9461 1.4467 -1.3339
P2 -0.0267 -1.7619 -1.7004
P3 -2.4565 0.5756 -2.4752
O1 1.1097 -3.7688 2.5652
O2 -1.4342 1.3617 0.5173
N1 1.6252 -1.5525 2.6879
N2 3.1320 -3.2231 3.4869
N3 2.1490 0.6628 2.8764
C1 3.8121 -0.9805 3.5261
C2 -2.6698 -0.3656 -4.0293
C3 -2.1461 -2.3246 2.3298
C4 -1.8011 2.6475 0.6012
C5 -3.6929 -0.0701 -1.2902
C6 -3.0478 5.2015 0.8642
C7 1.1418 -2.5148 -0.5181
C8 -1.4532 -2.8844 -1.4457
C9 -1.8254 -1.3455 3.1222
C10 -2.9574 2.2825 -2.8573
C11 2.1057 2.3257 0.1891
C12 2.5228 -0.6466 3.0539
C13 -3.6652 4.0303 1.3340
C14 -3.0653 2.8054 1.2311
C15 4.0803 -2.2895 3.7502
C16 -1.7726 5.0789 0.2768
C17 3.1891 0.1664 -1.4150
C18 1.8938 -2.8814 2.8909
C19 0.6306 -2.3057 -3.3283
C20 2.1599 2.5525 -2.7945
C21 -1.1729 3.8378 0.1103
C22 3.3999 -4.6318 3.7453
H1 -2.1309 2.7642 -3.3968
H2 -0.7747 -1.1425 3.3604
H3 5.0217 -2.6815 4.1463
H4 1.2385 -3.6021 -0.6657
H5 -3.8613 2.2891 -3.4840
H6 -3.5241 1.8916 1.5826
H7 -3.1392 2.8370 -1.9241
H8 -3.8522 -1.1467 -1.4483
H9 1.2782 3.2160 -2.8909
H10 -1.8466 -0.1103 -4.7114
H11 0.8413 -3.3855 -3.3381
H12 3.0468 3.1052 -2.5455
H13 0.7983 -2.3524 0.5141
H14 -2.6581 -1.4490 -3.8538
H15 -2.2255 -2.7447 -2.2116
H16 4.0585 0.7409 -1.7468
H17 4.5417 -0.1904 3.7089
H18 2.2178 1.9168 -3.6859
H19 2.6915 1.3742 3.3728
H20 -3.6246 -0.0898 -4.5060
H21 2.9487 -0.6242 -2.1225
H22 2.4721 1.6548 0.9922
H23 -4.6444 0.4665 -1.4075
H24 -1.1307 -3.9362 -1.4779
H25 2.8100 3.1430 -0.0255
H26 -2.5310 -0.4917 3.3496
H27 -1.2866 6.0217 -0.0491
H28 3.7210 -4.7697 4.7868
H29 0.5030 1.8906 -1.9472
H30 1.1524 2.7586 0.5598
H31 -1.9050 -2.7017 -0.4598
H32 -0.2116 3.8362 -0.4381
H33 2.4827 -5.1938 3.5574
H34 3.3409 -0.2068 -0.3998
H35 -0.0948 -2.0855 -4.1208
H36 -1.3966 -3.0926 2.0482
H37 4.1990 -5.0076 3.0900
H38 1.1571 0.8397 2.8159
H39 -3.1595 -2.4696 1.8866
H40 -3.3027 0.0889 -0.2751
H41 -4.6604 4.0829 1.8039
H42 -3.5459 6.1747 0.9613
H43 1.5593 -1.7708 -3.5639
H44 2.1428 -2.0741 -0.5970

HOMO energy (spin up / spin down): -0.704 / -0.704 hartree
electronic energy: -2329.7316 a.u.
expectation value of S²: 6.081
spin multiplicity: 5
net charge: +4